No. 1
ORCA calculation (ωB97M-V with the def2-TZVPD basis set) on 2 unconnected molecules or ions with the total composition C22H34Br2F3N2O5PS in a non-equilibrium geometry.

Geometry as XYZ:
```
70
Properties=species:S:1:pos:R:3:lowdin_charge:R:1
Br -3.30 0.44 5.65 0.82
Br -5.93 0.64 2.37 0.82
S -2.50 1.72 -0.02 0.83
P 0.31 1.36 -1.26 0.82
F -5.34 -1.85 3.12 0.06
F -5.80 -0.51 4.77 -0.01
F -3.22 0.65 2.99 -0.09
O 6.29 4.05 -3.54 -0.19
O 0.28 2.98 -1.07 -0.27
O -3.26 -1.38 0.87 0.12
O -0.32 0.97 -2.72 -0.27
O 4.08 3.74 -1.61 -0.20
N -1.58 -3.55 -1.94 -0.11
N -1.51 -0.58 -0.45 0.01
C -0.31 -3.49 1.62 -0.16
C 0.12 -2.03 1.46 -0.13
C -0.32 1.57 2.26 -0.15
C -3.50 -3.31 -3.05 -0.08
C -2.69 -1.57 3.73 -0.17
C -0.28 0.38 1.34 -0.27
C -0.57 -3.88 -0.94 -0.13
C -2.92 -3.81 -1.94 -0.13
C -3.59 -0.33 3.84 -0.76
C -1.32 -2.88 -3.10 -0.15
C -2.11 -1.03 0.80 -0.41
C 0.62 1.67 3.26 0.02
C -1.17 -4.06 0.47 -0.16
C 5.28 4.46 -1.37 -0.20
C -0.98 -0.97 1.84 -0.25
C 5.38 3.81 -4.59 -0.11
C 4.28 2.33 -1.66 -0.11
C -1.26 -1.12 3.34 -0.11
C -0.94 0.71 -0.06 -0.80
C -2.44 -2.72 -3.82 -0.09
C -5.14 -0.64 3.63 -0.89
C 5.84 5.06 -2.64 -0.21
H -1.03 -0.22 3.93 0.08
H -1.07 2.36 2.22 0.08
H 3.38 1.88 -2.07 0.06
H 4.44 1.94 -0.65 0.09
H -3.38 -4.34 -1.12 0.12
H -0.87 -3.65 2.55 0.11
H 0.25 1.71 4.29 0.06
H 1.69 1.77 3.08 0.06
H 6.71 5.67 -2.38 0.13
H 4.36 3.69 -4.22 0.08
H -4.54 -3.35 -3.31 0.09
H -0.58 -1.88 3.74 0.12
H 5.68 2.89 -5.09 0.09
H 6.03 3.82 -0.88 0.13
H -0.32 -2.55 -3.35 0.12
H 5.03 5.27 -0.68 0.12
H -2.53 -2.24 -4.78 0.09
H -0.06 -4.80 -1.24 0.13
H 5.41 4.63 -5.32 0.09
H -2.18 -3.66 0.57 0.09
H 5.13 2.05 -2.29 0.09
H -3.09 -2.32 3.05 0.11
H 1.18 3.31 -0.96 0.05
H 5.10 5.71 -3.12 0.13
H -1.27 -5.14 0.63 0.12
H -1.05 1.57 -2.96 0.07
H 0.79 0.17 1.24 0.12
H 0.18 -3.08 -1.00 0.10
H 0.57 -1.80 0.49 0.10
H 0.58 -4.13 1.70 0.12
H -2.12 2.96 0.36 -0.12
H -0.89 -1.21 -0.93 0.09
H -2.64 -2.00 4.73 0.10
H 0.92 -1.85 2.20 0.13
```

Calculated values
- Kohn-Sham gap: 8.34 eV
- Highest occupied orbital energy: -8.2 eV
- E: -7531.42785 hartree
- Total charge: 0

No. 2
ORCA calculation (ωB97M-V with the def2-TZVPD basis set) on 4 unconnected molecules or ions with the total composition C38H60ClO14P3 in a non-equilibrium geometry.

Geometry as XYZ:
```
116
Properties=species:S:1:pos:R:3:lowdin_charge:R:1
Cl -5.09 -1.29 -2.56 0.59
P -4.26 -2.73 6.97 0.60
P 0.49 -1.77 -7.63 0.62
P 5.87 4.11 2.01 0.59
O 1.42 -0.86 -6.62 -0.24
O -5.33 -1.63 6.40 -0.22
O 1.14 -3.09 -7.37 -0.21
O 1.06 1.07 1.55 0.12
O -3.85 -3.29 5.65 -0.23
O 5.85 4.10 0.38 -0.22
O 6.22 3.56 3.35 -0.21
O -0.62 -0.57 -7.62 -0.24
O -5.25 -3.91 7.54 -0.21
O -3.37 0.73 0.16 0.14
O 6.07 5.72 2.19 -0.21
O 1.09 -1.39 -9.11 -0.22
O -4.10 -1.95 8.39 -0.22
O 4.23 3.97 2.06 -0.23
C 3.08 3.64 4.17 -0.07
C 0.32 0.43 0.84 -0.25
C -0.46 -0.76 1.35 -0.07
C -3.09 0.64 -2.75 -0.16
C 7.30 6.21 2.71 -0.28
C -0.75 1.14 -9.36 -0.07
C 0.31 -4.92 3.70 0.13
C 5.03 5.03 -0.35 -0.27
C -3.79 -5.44 8.76 -0.08
C -0.51 -2.33 -10.70 -0.08
C -5.38 -2.54 10.38 -0.07
C 2.50 1.32 -1.10 -0.01
C -5.24 -1.61 9.18 -0.26
C -3.34 -0.89 -2.72 -0.71
C -1.28 0.62 -1.03 -0.04
C -1.80 -0.88 0.94 -0.09
C -5.07 -1.09 5.10 -0.29
C -2.62 -1.94 1.30 0.02
C 0.91 -2.31 -10.18 -0.28
C 0.08 -1.75 2.15 0.05
C -2.70 -1.57 -3.96 -0.10
C -2.07 -2.94 2.11 0.01
C -0.62 1.23 -3.28 0.00
C -0.19 -3.90 3.31 -0.08
C 3.61 2.99 2.91 -0.28
C 5.85 6.16 -0.94 -0.07
C 1.05 1.14 -1.51 -0.19
C -5.84 -1.81 4.02 -0.07
C -2.29 0.21 0.02 -0.28
C 2.03 -1.43 -5.47 -0.29
C 0.69 1.39 -2.83 -0.03
C 8.42 6.12 1.68 -0.08
C -1.62 0.85 -2.36 -0.15
C 0.06 0.76 -0.61 -0.03
C -0.74 -2.82 2.51 -0.22
C -4.77 -5.25 7.61 -0.28
C 3.50 -1.69 -5.73 -0.07
C -0.27 0.78 -7.96 -0.27
H 8.23 6.79 0.84 0.07
H -5.35 -0.04 5.13 0.12
H 0.80 0.96 -7.87 0.11
H -1.23 -2.51 -9.89 0.07
H -1.79 -2.08 -3.62 0.08
H -0.64 -3.10 -11.45 0.08
H -5.74 -2.89 4.11 0.07
H -4.29 -5.30 9.72 0.07
H -4.01 -1.13 4.87 0.10
H -4.41 -2.75 10.83 0.08
H -3.27 0.98 -3.78 0.12
H 7.57 5.67 3.61 0.11
H 2.78 2.57 2.34 0.09
H 4.05 -0.75 -5.82 0.07
H -0.76 2.22 -9.48 0.08
H 1.93 -0.70 -4.66 0.10
H 3.94 -2.28 -4.92 0.08
H 2.76 2.38 -1.26 0.09
H -6.16 -1.60 8.60 0.11
H -0.08 0.73 -10.12 0.06
H 5.29 6.65 -1.74 0.08
H -1.75 0.74 -9.54 0.08
H -2.97 -4.71 8.71 0.07
H 6.79 5.79 -1.34 0.08
H 1.43 1.71 -3.56 0.12
H 1.52 -2.33 -5.14 0.10
H -0.91 1.39 -4.32 0.11
H -2.86 -1.35 -1.86 0.08
H 0.94 -5.68 4.12 0.03
H 3.14 0.75 -1.78 0.08
H -3.64 -1.92 0.92 0.12
H -5.07 -0.59 9.54 0.12
H 4.58 4.45 -1.16 0.11
H -5.64 -5.89 7.76 0.12
H 2.66 1.06 -0.05 0.06
H 7.14 7.25 2.99 0.12
H 2.75 2.88 4.89 0.08
H 2.23 4.29 3.94 0.08
H 4.21 5.42 0.25 0.11
H 6.07 6.91 -0.19 0.06
H 1.22 -3.31 -9.88 0.11
H 9.37 6.42 2.13 0.08
H -6.91 -1.60 4.08 0.08
H 1.11 -1.70 2.48 0.14
H -4.31 -5.53 6.67 0.11
H -3.36 -6.44 8.74 0.08
H -3.74 1.17 -2.06 0.10
H 3.84 4.27 4.64 0.07
H -6.04 -2.09 11.13 0.08
H 3.65 -2.23 -6.67 0.08
H -2.40 -0.81 -4.69 0.07
H -0.77 1.42 -7.24 0.12
H -0.77 -1.37 -11.15 0.07
H -5.48 -1.50 3.03 0.07
H -3.40 -2.31 -4.35 0.06
H 4.29 2.17 3.13 0.11
H -2.69 -3.79 2.37 0.13
H 1.59 -2.00 -10.98 0.12
H -5.82 -3.49 10.08 0.06
H 8.52 5.11 1.29 0.07
```

Calculated values
- Kohn-Sham gap: 8.56 eV
- Highest occupied orbital energy: -9.2 eV
- E: -4021.60499 hartree
- Total charge: 0

No. 3
ORCA calculation (ωB97M-V with the def2-TZVPD basis set) on a molecular structure, C24H18F6FeN2O4 in a non-equilibrium geometry.

Geometry as XYZ:
```
55
Properties=species:S:1:pos:R:3:lowdin_charge:R:1
Fe 5.35 -0.96 7.17 0.82
F -6.47 2.38 -1.04 0.18
F -7.53 1.10 0.38 0.19
F -6.97 0.34 -1.57 0.19
F -1.89 2.84 -0.78 0.13
F 5.63 1.03 -1.44 0.16
F -1.82 1.19 -2.19 0.14
O 1.02 2.50 3.86 0.21
O 4.03 2.48 -1.23 0.19
O 4.62 0.95 1.53 0.21
O 3.80 2.02 3.96 0.16
N 4.15 0.73 5.98 0.18
N 2.91 1.44 3.02 0.08
C -2.64 -0.08 0.89 0.05
C -5.12 -0.18 1.04 0.11
C 4.02 1.22 4.94 -0.23
C -4.08 1.21 -0.58 0.20
C 3.47 1.12 1.76 -0.29
C -2.77 0.83 -0.13 -0.01
C -6.59 1.14 -0.56 -0.59
C -1.62 1.50 -0.89 -0.42
C 0.70 -3.00 -0.99 -0.26
C 1.10 -4.48 -1.11 -0.11
C -0.05 1.68 0.97 0.06
C 2.14 0.67 -0.44 -0.06
C 0.93 -2.26 -2.33 -0.19
C 0.73 0.33 -2.50 -0.10
C -0.22 1.28 -0.35 -0.04
C 3.40 0.18 -1.11 -0.02
C 2.25 1.08 0.88 -0.01
C 4.36 1.35 -1.27 -0.48
C 1.17 1.58 1.59 -0.04
C -3.81 -0.56 1.48 0.11
C 1.58 1.94 2.98 -0.31
C -5.25 0.70 0.00 -0.03
C -0.01 -1.05 -2.54 -0.15
C 0.88 0.76 -1.06 -0.04
H 0.26 -5.06 -1.50 0.08
H 1.95 -1.90 -2.30 0.09
H -6.02 -0.56 1.50 0.15
H -0.59 -1.15 -3.46 0.12
H 1.94 -4.62 -1.79 0.08
H 0.17 1.05 -3.08 0.12
H 1.29 -2.56 -0.18 0.09
H 0.87 -3.00 -3.12 0.12
H 3.92 -0.54 -0.47 0.14
H -0.70 -1.04 -1.69 0.08
H 1.68 0.21 -3.02 0.11
H -4.17 1.91 -1.41 0.16
H -1.66 -0.37 1.25 0.14
H 1.36 -4.91 -0.14 0.07
H -0.35 -2.97 -0.69 0.10
H -0.88 2.08 1.54 0.15
H -3.77 -1.26 2.30 0.15
H 3.26 -0.32 -2.06 0.11
```

Calculated values
- Kohn-Sham gap (alpha / beta): 8.03 / 3.82 eV
- Highest occupied orbital energy (alpha / beta): -15.0 / -14.5 eV
- E: -3197.96498 hartree
- Total charge: +2
- Multiplicity: 5

No. 4
ORCA calculation (ωB97M-V with the def2-TZVPD basis set) on CF3I in the gas phase in a non-equilibrium geometry.

Geometry as XYZ:
```
5
Properties=species:S:1:pos:R:3:lowdin_charge:R:1
I 0.29 -1.90 0.80 0.71
F -0.84 0.82 0.75 0.10
F 1.19 0.66 -0.18 0.07
F -0.61 0.21 -1.31 0.06
C -0.03 0.21 -0.07 -0.95
```

Calculated values
- Kohn-Sham gap: 9.73 eV
- Highest occupied orbital energy: -10.2 eV
- E: -635.38530 hartree
- Total charge: 0
- Energy relative to the best compared isomer or geometry (same formula, charge and spin): 0.0071 eV

No. 5
ORCA calculation (ωB97M-V with the def2-TZVPD basis set) on 3 unconnected molecules or ions with the total composition C2H10N2O2 in a non-equilibrium geometry.

Geometry as XYZ:
```
16
Properties=species:S:1:pos:R:3:lowdin_charge:R:1
O 1.40 -1.33 -1.93 -0.08
O 3.42 -0.11 -0.40 -0.11
N -1.76 1.96 -0.05 0.09
N -1.62 -1.52 1.36 0.22
C -1.65 -0.14 1.24 0.01
C -1.05 0.82 0.32 -0.06
H -2.49 0.40 1.67 0.13
H -1.08 -2.03 0.67 0.14
H -0.07 0.60 -0.06 0.11
H -2.27 -1.94 1.97 0.12
H -1.47 2.82 0.38 0.12
H 2.75 0.62 -0.34 0.05
H 2.20 -0.98 -1.49 -0.02
H -1.62 2.01 -1.05 0.11
H 3.75 0.06 0.59 0.14
H 1.57 -1.24 -2.88 0.05
```

Calculated values
- Kohn-Sham gap (alpha / beta): 9.94 / 7.30 eV
- Highest occupied orbital energy (alpha / beta): -14.3 / -14.3 eV
- E: -341.85244 hartree
- Total charge: +1
- Energy relative to the best compared isomer or geometry (same formula, charge and spin): 0.4638 eV
- Multiplicity: 2

No. 6
ORCA calculation (ωB97M-V with the def2-TZVPD basis set) on 2 unconnected molecules or ions with the total composition C3H4NS3 in a non-equilibrium geometry.

Geometry as XYZ:
```
11
Properties=species:S:1:pos:R:3:lowdin_charge:R:1
S -2.10 1.05 -1.78 0.62
S 0.61 -2.96 0.15 0.49
S -2.25 0.82 1.20 0.34
N -0.67 -0.64 -0.38 -0.11
C 2.25 0.15 0.68 0.01
C 0.20 -1.42 0.06 -0.82
C -1.54 0.33 -0.29 -1.32
H 2.31 0.01 -0.34 -0.07
H 1.55 1.02 0.85 0.00
H -3.11 2.01 -1.64 -0.12
H 2.75 -0.36 1.50 -0.02
```

Calculated values
- Kohn-Sham gap (alpha / beta): 7.31 / 5.70 eV
- Highest occupied orbital energy (alpha / beta): -4.3 / -2.7 eV
- E: -1365.95292 hartree
- Total charge: -1
- Energy relative to the best compared isomer or geometry (same formula, charge and spin): 3.1674 eV

No. 7
ORCA calculation (ωB97M-V with the def2-TZVPD basis set) on a molecular structure, C29H32N5O3PSr in a non-equilibrium geometry.

Geometry as XYZ:
```
71
Properties=species:S:1:pos:R:3:lowdin_charge:R:1
Sr 11.75 10.48 9.97 1.50
P 9.56 15.01 7.54 1.05
O 10.25 11.11 8.20 -0.22
O 12.41 13.29 13.70 -0.09
O 11.51 12.70 9.11 -0.23
N 12.64 8.75 8.03 -0.07
N 14.18 11.44 11.12 0.04
N 8.49 10.83 12.32 0.07
N 11.31 7.80 10.64 -0.07
N 11.63 11.37 12.59 -0.05
C 12.36 6.76 10.47 -0.26
C 10.21 13.31 7.18 -0.27
C 8.17 16.15 5.37 -0.10
C 9.36 17.48 3.77 -0.10
C 8.16 17.21 4.44 -0.09
C 15.48 11.34 10.84 -0.17
C 12.54 12.38 12.79 -0.48
C 7.65 13.19 11.21 -0.05
C 8.86 13.09 11.91 0.00
C 10.76 16.04 8.47 -0.37
C 10.62 12.33 8.24 -0.71
C 10.43 11.52 13.40 -0.22
C 7.30 10.89 11.78 -0.18
C 12.14 15.95 8.43 -0.11
C 12.36 17.93 9.71 -0.09
C 16.08 13.29 12.02 -0.05
C 9.40 15.69 5.86 -0.42
C 10.97 18.02 9.81 -0.10
C 6.80 12.05 11.21 -0.07
C 14.75 13.37 12.46 0.03
C 13.45 7.58 8.31 -0.31
C 10.52 16.73 4.06 -0.09
C 10.18 17.00 9.33 -0.11
C 9.19 11.89 12.59 -0.27
C 16.46 12.19 11.25 -0.09
C 12.98 16.86 9.06 -0.07
C 10.57 15.96 5.21 -0.13
C 12.67 6.50 9.01 -0.21
C 13.81 12.35 12.02 -0.19
H 11.54 15.58 5.61 0.12
H 9.55 13.93 11.97 0.12
H 9.11 17.01 9.52 0.09
H 12.89 18.77 10.19 0.10
H 10.29 10.60 14.00 0.11
H 11.12 7.95 11.63 0.08
H 6.71 9.99 11.78 0.09
H 11.74 8.54 7.60 0.09
H 16.84 13.94 12.42 0.10
H 13.26 7.14 11.02 0.13
H 7.24 15.70 5.79 0.11
H 11.37 16.84 3.37 0.11
H 10.60 12.34 14.13 0.11
H 13.88 7.13 7.36 0.12
H 11.10 13.48 6.55 0.09
H 7.22 17.73 4.18 0.11
H 11.79 6.19 8.42 0.12
H 7.30 14.16 10.89 0.09
H 9.43 18.29 2.98 0.12
H 12.14 5.88 11.04 0.10
H 17.49 11.93 11.18 0.10
H 10.42 7.46 10.27 0.09
H 14.40 7.79 8.86 0.13
H 13.32 5.60 9.00 0.13
H 13.07 9.39 7.34 0.10
H 5.74 12.03 10.91 0.10
H 12.53 15.09 7.97 0.08
H 15.73 10.52 10.14 0.10
H 10.52 18.94 10.18 0.10
H 14.37 14.00 13.27 0.12
H 9.61 12.82 6.46 0.08
H 14.08 16.70 9.05 0.11
```

Calculated values
- Kohn-Sham gap: 7.42 eV
- Highest occupied orbital energy: -7.4 eV
- E: -1995.90268 hartree
- Total charge: 0
- Energy relative to the best compared isomer or geometry (same formula, charge and spin): 2.5371 eV

No. 8
ORCA calculation (ωB97M-V with the def2-TZVPD basis set) on a molecular structure, C24H27BrIrNO3.

Geometry as XYZ:
```
57
Properties=species:S:1:pos:R:3:lowdin_charge:R:1
Ir -0.70 0.12 0.16 1.44
Br -1.02 0.20 -2.85 0.96
O -0.58 -4.92 -3.42 0.17
O 1.28 -0.13 0.45 -0.16
O 2.13 -1.90 -0.65 0.16
N -0.75 -1.70 -0.90 -0.16
C -2.27 -1.20 2.69 0.00
C -2.55 1.49 -0.01 -0.26
C -0.84 -1.59 -2.23 -0.67
C -0.52 -4.06 -1.17 0.06
C 4.88 1.69 -1.24 0.07
C 2.20 -0.77 -0.22 -0.54
C 3.62 1.21 -0.96 0.02
C -0.57 -2.94 -0.39 -0.09
C -2.89 0.40 0.81 -0.22
C 5.95 -0.42 -0.58 0.01
C -0.63 -3.93 -2.56 -0.26
C 6.05 0.87 -1.06 0.08
C -1.38 2.29 0.28 -0.22
C -0.07 0.57 3.44 0.02
C -0.78 -2.64 -3.11 0.02
C 4.70 -0.92 -0.31 0.11
C -4.17 -0.34 0.58 0.02
C -2.01 0.04 1.89 -0.25
C 0.73 2.72 1.63 0.00
C -3.47 1.84 -1.14 -0.03
C -1.09 3.47 -0.59 0.02
C -0.55 1.96 1.38 -0.26
C 3.51 -0.09 -0.47 -0.03
C -0.90 0.88 2.24 -0.21
H 4.55 -1.94 0.01 0.15
H -0.49 -5.79 -3.00 0.16
H 7.02 1.28 -1.33 0.15
H -2.94 -0.97 3.52 0.14
H -3.92 0.95 -1.58 0.09
H 6.83 -1.04 -0.44 0.14
H 1.12 3.15 0.72 0.08
H 2.75 1.83 -1.09 0.13
H 0.38 1.48 3.84 0.11
H -0.68 0.13 4.23 0.11
H 1.48 2.07 2.06 0.09
H -4.42 -1.00 1.41 0.09
H -0.48 -3.01 0.69 0.13
H 5.02 2.71 -1.58 0.14
H -0.68 3.18 -1.56 0.10
H -0.85 -2.50 -4.18 0.15
H -0.40 4.16 -0.12 0.10
H -4.27 2.45 -0.74 0.14
H -4.98 0.38 0.48 0.12
H -1.35 -1.61 3.11 0.10
H 0.74 -0.13 3.21 0.12
H -2.02 4.01 -0.78 0.12
H -2.98 2.41 -1.93 0.08
H 0.53 3.53 2.33 0.13
H -2.74 -1.98 2.09 0.10
H -0.39 -5.03 -0.71 0.14
H -4.15 -0.93 -0.33 0.12
```

Calculated values
- Kohn-Sham gap (alpha / beta): 7.16 / 5.68 eV
- Highest occupied orbital energy (alpha / beta): -18.1 / -18.1 eV
- E: -3888.54070 hartree
- Total charge: +3
- Energy relative to the best compared isomer or geometry (same formula, charge and spin): 0.7105 eV
- Multiplicity: 2